1.
Density functional theory data (wB97M-V/def2-TZVPD) for a 2-piece molecular cluster, C5H8N overall.

Each line ends with the natural charge from an NBO analysis.
Atoms and positions in Å:
C -2.57 -0.08 0.24  -0.216
C -0.17 -1.01 -0.45  -0.228
C -0.14 0.81 0.53  0.546
C -1.25 -0.04 0.15  -0.179
C 2.18 -0.03 -0.09  -0.465
N 0.78 0.00 0.08  -0.332
H -3.15 0.62 0.88  0.261
H -2.95 -0.84 -0.39  0.237
H -0.06 -1.98 0.08  0.257
H -0.30 -1.08 -1.63  0.269
H -0.18 3.63 0.77  0.064
H 2.73 -0.76 0.53  0.263
H 2.53 -0.16 -1.18  0.267
H 2.57 0.91 0.48  0.256

Multiplicity ... 1
Charge ... +1
Total energy ... -249.530827 Ha
Strongest force on any atom ... 0.07644 Eh/bohr
LUMO level (spin up / spin down) ... -5.4 / -6.9 eV
HOMO energy (spin up / spin down) ... -0.5559 / -0.5455 Ha
HOMO-LUMO gap (spin up / spin down) ... 0.359 / 0.292 hartree

***

2.
Density functional theory data (wB97M-V/def2-TZVPD) for C2H4CsO4S as an isolated structure.

Each line ends with the natural charge from an NBO analysis.
Atoms and positions in Å:
Cs 5.09 11.69 2.01  1.000
C 3.81 4.49 -2.34  -0.090
C 3.44 5.68 -3.20  -0.124
O 3.52 6.89 -2.51  -0.654
S 3.27 6.54 -0.88  2.453
O 1.85 6.78 -0.75  -0.864
O 4.20 7.35 -0.07  -0.886
O 3.74 4.97 -1.01  -0.660
H 4.80 4.07 -2.56  0.206
H 3.09 3.67 -2.32  0.214
H 2.45 5.61 -3.65  0.198
H 4.10 5.70 -4.07  0.208

Multiplicity ... 1
Charge ... +1
Total energy ... -797.645029 Ha
Strongest force on any atom ... 0.06090 Eh/bohr
LUMO level ... -3.9 eV
HOMO energy ... -0.4869 Ha
HOMO-LUMO gap ... 0.344 hartree

***

3.
Density functional theory data (wB97M-V/def2-TZVPD) for C33H41AlBClN8O5 as an isolated structure.

Each line ends with the Mulliken charge.
Atoms and positions in Å:
Al -0.10 -0.92 -0.19  -0.950
C -3.51 -2.54 -1.48  -1.162
C -3.86 -2.68 -0.01  0.715
C -5.03 -1.77 0.39  -1.469
C -2.73 -2.56 0.98  0.153
C -2.85 -2.96 2.32  -1.360
C -1.56 -3.01 2.80  -0.521
N -0.73 -2.63 1.83  0.503
N -1.44 -2.31 0.72  0.467
B 0.77 -2.92 1.69  -0.323
N 0.96 -3.46 0.24  -0.165
C 1.42 -4.65 -0.13  -0.508
C 1.40 -4.72 -1.50  -1.501
C 0.90 -3.48 -1.93  -0.151
N 0.64 -2.72 -0.86  1.904
C 0.67 -3.14 -3.37  1.050
C 1.99 -3.22 -4.14  -1.544
C -0.01 -1.81 -3.64  -1.023
N 1.68 -1.69 1.83  0.563
C 2.62 -1.48 2.75  -0.769
C 3.52 -0.57 2.24  -1.314
C 3.06 -0.28 0.95  -0.085
N 1.92 -0.94 0.72  0.486
C 3.88 0.50 -0.04  0.987
C 4.17 1.91 0.49  -1.318
C 3.38 0.55 -1.47  -1.528
H -4.27 -3.04 -2.08  0.579
H -2.55 -3.00 -1.70  0.097
H -3.46 -1.50 -1.80  -0.067
H -4.19 -3.71 0.12  0.515
H -4.69 -0.74 0.52  0.249
H -5.48 -2.09 1.33  0.405
H -5.80 -1.79 -0.38  0.418
H -3.75 -3.24 2.83  0.493
H -1.18 -3.29 3.76  0.527
H 1.10 -3.75 2.49  -0.149
H 1.72 -5.37 0.61  0.480
H 1.69 -5.55 -2.12  0.556
H 0.01 -3.93 -3.75  0.318
H 2.68 -2.46 -3.77  0.279
H 1.82 -3.03 -5.20  0.433
H 2.46 -4.19 -4.04  0.399
H 0.63 -0.98 -3.36  0.087
H -0.95 -1.71 -3.10  -0.035
H -0.23 -1.72 -4.70  0.476
H 2.60 -2.00 3.68  0.561
H 4.40 -0.19 2.72  0.562
H 4.84 -0.05 -0.06  0.450
H 3.23 2.45 0.63  0.034
H 4.78 2.46 -0.23  0.505
H 4.70 1.89 1.44  0.391
H 2.53 1.23 -1.57  0.130
H 3.06 -0.43 -1.83  0.121
H 4.18 0.91 -2.12  0.532
O 0.57 0.29 -1.46  0.055
N -0.22 1.27 -1.70  -1.302
N -1.42 0.97 -1.45  0.952
O -1.72 -0.22 -1.02  0.601
C -2.46 1.94 -1.60  0.558
C -3.74 1.58 -1.21  0.108
C -4.75 2.52 -1.33  -0.822
C -4.48 3.78 -1.83  -0.531
C -3.19 4.12 -2.21  -0.747
C -2.16 3.19 -2.10  -0.519
H -3.92 0.59 -0.82  -0.165
H -5.76 2.25 -1.03  0.436
H -5.27 4.51 -1.91  0.409
H -2.97 5.10 -2.60  0.412
H -1.16 3.44 -2.40  0.439
C 0.94 5.01 0.31  -1.446
C 1.55 4.31 1.48  0.878
C 2.80 4.67 1.97  -0.626
C 3.36 3.99 3.04  0.000
Cl 4.94 4.45 3.61  -0.252
C 2.69 2.95 3.65  -0.761
C 1.43 2.59 3.19  -0.664
C 0.86 3.27 2.12  1.139
O -0.38 2.99 1.62  -0.371
C -1.18 2.10 2.37  -1.360
C -0.69 0.65 2.32  0.498
O -0.64 -0.01 3.34  -0.639
O -0.40 0.25 1.14  0.363
H 1.71 5.55 -0.25  0.422
H 0.19 5.73 0.63  0.378
H 0.46 4.30 -0.35  -0.002
H 3.35 5.47 1.50  0.418
H 3.14 2.42 4.47  0.446
H 0.93 1.76 3.66  0.466
H -2.17 2.14 1.90  0.468
H -1.26 2.41 3.41  0.280

Multiplicity ... 1
Charge ... 0
Total energy ... -2824.022771 Ha
Strongest force on any atom ... 0.01527 Eh/bohr
LUMO level ... 0.0 eV
HOMO energy ... -0.2975 Ha
HOMO-LUMO gap ... 0.298 hartree

***

4.
Density functional theory data (wB97M-V/def2-TZVPD) for one molecule with the formula C12H22N2.

Each line ends with the natural charge from an NBO analysis.
Atoms and positions in Å:
C 0.76 1.02 1.27  -0.704
C 0.17 0.25 0.34  0.404
N -1.07 0.48 -0.16  -0.442
C -2.05 1.63 0.28  0.185
C -1.41 3.07 0.00  -0.639
C -3.20 1.46 -0.72  -0.655
C -2.42 1.40 1.75  -0.634
C -1.32 -0.39 -1.30  -0.108
C -0.28 -1.23 -1.35  -0.073
N 0.64 -1.00 -0.34  -0.427
C 1.97 -1.74 -0.10  0.159
C 1.73 -3.07 -0.81  -0.619
C 2.99 -0.97 -1.01  -0.622
C 2.41 -1.88 1.29  -0.625
H 1.72 0.88 1.66  0.203
H 0.34 1.94 1.62  0.199
H -1.78 3.93 0.69  0.219
H -0.45 2.97 0.37  0.224
H -1.34 3.35 -1.12  0.214
H -3.84 0.54 -0.68  0.227
H -2.76 1.82 -1.69  0.226
H -3.90 2.31 -0.60  0.225
H -2.86 2.25 2.25  0.215
H -3.14 0.53 1.64  0.211
H -1.58 1.16 2.36  0.238
H -2.18 -0.21 -1.86  0.224
H -0.09 -1.91 -2.10  0.215
H 0.90 -3.66 -0.52  0.228
H 1.94 -2.90 -1.91  0.223
H 2.72 -3.71 -0.56  0.208
H 2.49 -0.81 -1.91  0.210
H 3.95 -1.45 -1.12  0.206
H 3.35 -0.05 -0.58  0.219
H 1.69 -2.61 1.69  0.214
H 3.40 -2.36 1.22  0.217
H 2.50 -1.06 1.98  0.237

Multiplicity ... 1
Charge ... 0
Total energy ... -579.826807 Ha
Strongest force on any atom ... 0.10578 Eh/bohr
LUMO level ... 0.9 eV
HOMO energy ... -0.2300 Ha
HOMO-LUMO gap ... 0.261 hartree

***

5.
Density functional theory data (wB97M-V/def2-TZVPD) for a 2-piece molecular cluster, C4H6N3P overall.

Each line ends with the natural charge from an NBO analysis.
Atoms and positions in Å:
C -1.16 1.02 0.41  0.265
C -2.73 -1.82 -0.36  0.116
C -2.43 0.45 0.41  -0.275
C 1.97 -0.21 -0.45  -0.273
N -0.21 1.65 0.34  -0.367
N -2.56 -0.67 -0.14  -0.198
N 2.44 1.01 -0.17  -0.787
P 1.95 -1.54 0.60  0.144
H -2.77 -2.50 -1.11  0.211
H -3.42 0.99 0.48  0.243
H 1.56 -0.49 -1.35  0.183
H 2.05 1.30 0.70  0.414
H 2.45 1.66 -0.92  0.381
H 2.85 -0.86 1.56  -0.057

Multiplicity ... 1
Charge ... 0
Total energy ... -661.458892 Ha
Strongest force on any atom ... 0.08412 Eh/bohr
LUMO level ... 0.2 eV
HOMO energy ... -0.2840 Ha
HOMO-LUMO gap ... 0.291 hartree

***

These records have energy relative to the best compared isomer or geometry (same formula, charge and spin) values of 184.7; 8.4; 0.0; 0.0; 56.9 kcal/mol, in the order they appear.